C3H6S4 | ωB97M-V with the def2-TZVPD basis set

The geometry in XYZ format:
```
13
Properties=species:S:1:pos:R:3:forces:R:3
C 0.72459 -1.19287 1.65785 0.6 1.5 -0.2
C -0.09037 -0.72382 0.47449 1.7 4.0 -0.1
C 0.32412 0.87234 -0.13364 -1.3 -1.3 0.4
S 0.95611 -2.00856 0.05240 0.2 -1.9 0.1
S 0.22098 1.95335 1.36417 -0.9 -0.7 0.1
S -0.95601 1.38122 -1.44053 -0.3 0.2 1.9
S 1.95400 0.96684 -0.80116 0.7 -2.3 -0.2
H 1.67598 -0.58716 1.93673 -2.1 -1.0 -0.3
H 0.05286 -1.56486 2.44877 1.0 -0.5 -0.3
H -1.13533 -0.91128 0.48588 -0.8 0.1 -0.1
H 1.00894 2.96704 1.03531 0.2 0.1 -0.5
H -0.30074 1.00721 -2.50035 0.7 -0.4 -0.7
H 2.06255 -0.54417 -0.79240 0.1 2.2 0.0
```
Forces are in eV/Å.

Calculated values
Multiplicity: 1
Kohn-Sham gap: 9.42 eV
LUMO energy: 0.55 eV

---

C3H6Si | ωB97M-V with the def2-TZVPD basis set

The geometry in XYZ format:
```
10
Properties=species:S:1:pos:R:3:forces:R:3
C 1.37399 0.30217 0.83665 -2.2 -0.4 -1.8
C 0.09113 0.02393 0.44856 4.1 -0.8 0.8
C 1.29120 -0.36124 -0.48690 -1.6 2.9 -2.8
Si -1.72995 0.04524 0.06495 2.0 1.9 0.5
H 2.22890 0.61763 1.45765 -1.3 0.2 0.0
H 1.18948 0.20796 -1.73776 0.8 -1.2 3.9
H 1.72670 -1.31317 -0.59183 -0.1 -1.4 -0.2
H -2.42162 0.38339 1.28366 -0.6 0.3 0.4
H -2.27886 -1.16258 -0.45356 -0.2 -0.8 -0.7
H -1.47098 1.25667 -0.82142 -1.0 -0.7 0.0
```
Forces are in eV/Å.

Calculated values
Multiplicity: 1
Kohn-Sham gap: 9.64 eV
LUMO energy: 0.98 eV

---

C3H6Si | ωB97M-V with the def2-TZVPD basis set

The geometry in XYZ format:
```
10
Properties=species:S:1:pos:R:3:forces:R:3
C 0.89331 1.51604 -0.89589 -0.7 0.4 -1.3
C 1.32789 0.62444 -0.03255 -4.0 -2.1 0.9
C -1.65349 -1.19406 0.27213 0.7 1.8 -0.9
Si 0.00573 -0.77055 0.54232 0.2 -0.1 -0.7
H 1.44182 2.41376 -1.16789 -0.1 0.1 0.2
H -0.07113 1.34702 -1.42940 1.0 0.1 0.2
H 1.95026 0.78572 0.78304 2.1 0.4 0.6
H -1.92449 -1.94783 0.94521 -0.2 -1.4 0.9
H -2.54109 -0.79924 -0.22378 0.6 0.3 0.0
H 0.57118 -1.97531 1.20681 0.4 0.5 0.2
```
Forces are in eV/Å.

Calculated values
Multiplicity: 1
Kohn-Sham gap: 8.47 eV
LUMO energy: 0.17 eV

---

C3H7AlO | ωB97M-V with the def2-TZVPD basis set

The geometry in XYZ format:
```
12
Properties=species:S:1:pos:R:3:forces:R:3
Al 1.83568 2.36544 1.05725 -1.2 -1.4 0.1
C -0.59926 -1.19902 0.68064 -2.3 -2.7 1.9
C 0.34797 -0.08003 0.25190 0.7 4.4 -3.8
C -0.10487 0.63004 -1.10016 -0.5 -0.6 1.0
O 0.57922 0.84649 1.25240 0.6 -0.3 -0.6
H -0.90216 -1.81978 -0.16257 0.8 0.3 -0.6
H -1.56944 -0.90166 1.07869 0.3 1.0 0.2
H -0.12417 -1.84024 1.42309 0.2 0.2 0.0
H 1.21833 -0.67624 -0.02216 0.7 -0.6 0.6
H -1.09813 1.07891 -1.10769 -0.4 -0.1 0.4
H -0.05834 0.06930 -2.03371 0.1 -0.7 0.4
H 0.47521 1.52685 -1.31774 0.9 0.6 0.4
```
Forces are in eV/Å.

Calculated values
Multiplicity: 1
Net charge: +2
Kohn-Sham gap: 5.48 eV
LUMO energy: -15.40 eV

---

C3H7BNO4 | ωB97M-V with the def2-TZVPD basis set

The geometry in XYZ format:
```
16
Properties=species:S:1:pos:R:3:forces:R:3
C 0.01762 1.26171 1.88434 0.0 0.5 -0.1
O 0.75034 0.88641 0.73401 -0.4 -0.3 0.3
B -0.03846 0.58858 -0.35849 0.1 -0.4 -1.0
O -0.92131 1.55302 -0.85209 0.1 0.0 -0.2
C -0.05367 -0.82270 -1.05861 0.4 0.0 1.3
N -0.77304 -1.76050 -0.09835 -0.2 0.5 -0.6
C 1.36302 -1.34848 -1.37618 0.7 -0.4 0.1
O 2.11374 -1.69924 -0.44118 -0.5 0.2 0.3
O 1.63239 -1.36347 -2.59186 0.0 0.2 -0.8
H 0.23703 0.59599 2.71392 0.3 -0.1 0.1
H 0.26004 2.28572 2.16273 0.1 0.1 0.2
H -1.05940 1.23549 1.72242 -0.2 0.0 -0.1
H -0.47517 2.39965 -0.92953 -0.2 0.3 0.4
H -0.58628 -0.75939 -1.99394 -0.3 -0.2 -0.2
H -0.71346 -1.36643 0.83308 0.2 -0.3 0.2
H -1.75341 -1.68634 -0.35028 -0.2 -0.1 0.1
```
Forces are in eV/Å.

Calculated values
Multiplicity: 1
Net charge: -1
Kohn-Sham gap: 6.69 eV
LUMO energy: 3.06 eV

---

C3H7BO | ωB97M-V with the def2-TZVPD basis set

The geometry in XYZ format:
```
12
Properties=species:S:1:pos:R:3:forces:R:3
B 1.84830 1.63251 -1.47488 -0.1 -0.9 -0.9
C 0.31303 -0.34889 0.62155 1.6 -2.7 1.0
C -0.06147 0.31103 -0.43226 4.0 1.2 -0.9
C -0.68576 -0.78236 1.64434 1.2 -2.1 1.6
O 0.91033 0.67934 -1.43403 -2.5 -0.8 0.5
H 2.27120 2.18569 -0.57961 0.2 0.9 1.5
H 2.30988 1.77669 -2.54616 0.3 0.1 -0.4
H 1.31909 -0.89617 0.64899 -1.3 1.4 0.0
H -0.98778 0.76246 -0.47488 -1.8 0.9 -0.8
H -0.72157 -0.21897 2.58503 0.3 0.2 -0.3
H -1.64815 -0.72401 1.20748 -1.2 -0.2 -0.2
H -0.44361 -1.88405 2.00867 -0.7 2.1 -1.0
```
Forces are in eV/Å.

Calculated values
Multiplicity: 1
Kohn-Sham gap: 10.49 eV
LUMO energy: 0.88 eV

---

C3H7BO3 | ωB97M-V with the def2-TZVPD basis set

The geometry in XYZ format:
```
14
Properties=species:S:1:pos:R:3:forces:R:3
B -0.36628 -0.13949 -0.98992 0.5 0.6 2.6
C 0.17662 0.34774 1.21901 0.5 -1.0 -2.2
C -1.96486 0.09482 -0.48113 3.8 -0.8 1.4
C 1.42165 -0.22607 0.35862 -4.9 0.8 0.4
O -0.70777 0.97239 0.23934 -1.4 0.3 -2.3
O 0.24412 0.18256 -2.12984 0.9 -0.1 -0.3
O 1.94041 -1.26278 1.12236 0.6 -0.5 0.0
H -0.37013 -0.50953 1.58042 0.3 -0.4 0.7
H 0.22331 1.14448 1.90879 0.7 0.7 1.3
H -2.68799 0.75669 -1.01469 0.9 -0.3 0.9
H -2.28278 -0.51121 0.39492 -0.4 0.5 -1.0
H 2.13747 0.54787 0.02191 -0.3 -0.5 0.1
H -0.29577 0.43829 -2.84627 -1.1 0.5 -1.4
H 2.53201 -1.83577 0.61648 -0.2 0.3 -0.1
```
Forces are in eV/Å.

Calculated values
Multiplicity: 1
Kohn-Sham gap: 7.96 eV
LUMO energy: 0.52 eV

---

C3H7BaI2NO2P | ωB97M-V with the def2-TZVPD basis set

The geometry in XYZ format:
```
17
Properties=species:S:1:pos:R:3:forces:R:3
C 1.18589 1.18392 0.34632 0.5 -0.3 -0.2
C 0.90810 -0.11941 -0.36165 -1.4 0.1 1.0
I 2.80524 -1.31407 -0.18552 1.0 2.6 -0.6
C -0.27148 -0.98876 0.17165 -0.4 0.5 -0.1
I 0.58917 -2.55471 1.66823 -0.4 -1.6 0.9
N -1.16410 -0.26577 0.83428 1.1 0.8 -0.8
P -2.56824 0.04272 -0.04090 -1.2 -0.9 -0.3
O -3.00942 1.37263 0.76749 0.0 0.3 0.1
O -2.02878 0.63461 -1.48866 0.3 -0.1 0.1
H 1.55895 1.02551 1.34817 0.0 0.0 0.3
H 0.26373 1.73506 0.39211 -0.2 0.3 0.1
H 1.90504 1.75051 -0.23095 0.2 0.2 0.0
H 0.72887 0.04672 -1.41877 0.3 -0.2 -0.3
H -0.66529 -1.61502 -0.63583 0.3 -0.3 -0.1
H -2.32911 1.56840 1.42170 0.1 0.2 0.2
H -1.41564 1.37376 -1.39649 0.0 0.3 0.0
Ba 3.50706 -3.87608 -1.19117 0.0 -1.8 -0.3
```
Forces are in eV/Å.

Calculated values
Multiplicity: 1
Net charge: +1
Kohn-Sham gap: 4.50 eV
LUMO energy: -5.44 eV

---

C3H7Br2OP | ωB97M-V with the def2-TZVPD basis set

The geometry in XYZ format:
```
14
Properties=species:S:1:pos:R:3:forces:R:3
C 0.08833 -1.28745 2.17119 0.1 -0.6 1.1
C -0.33980 0.68635 -1.19054 0.6 0.7 0.8
C 1.02348 1.06443 -1.77662 -0.4 0.0 3.1
O -0.20351 0.18249 0.09865 -0.3 -3.0 1.7
P -0.52152 -1.50720 0.44954 1.7 2.2 -0.6
Br 1.48181 2.82728 -0.99263 0.4 -0.3 0.1
Br -2.71355 -1.59198 0.69104 -0.4 0.1 0.3
H 1.09489 -0.70104 2.18131 -1.8 -1.4 0.1
H 0.00472 -2.24442 2.79550 1.0 0.8 -1.3
H -0.69424 -0.77634 2.71891 0.1 1.1 -0.1
H -0.94759 0.08167 -1.80741 -0.2 -1.3 -1.1
H -0.97235 1.54249 -1.01616 0.1 0.8 -0.5
H 0.83819 1.36954 -2.72286 0.1 0.3 -3.3
H 1.86112 0.35420 -1.59992 -0.8 0.6 -0.3
```
Forces are in eV/Å.

Calculated values
Multiplicity: 1
Kohn-Sham gap: 9.94 eV
LUMO energy: 0.66 eV

---

C3H7BrN2O | ωB97M-V with the def2-TZVPD basis set

The geometry in XYZ format:
```
14
Properties=species:S:1:pos:R:3:forces:R:3
C 1.76208 1.92973 0.10757 -0.4 0.8 0.4
C 1.04059 0.88208 -0.58680 -0.1 0.3 0.2
C -1.34303 -0.23498 0.85647 0.8 0.0 -0.4
N -1.62872 -1.91012 -0.85316 0.0 -0.1 -0.3
N -1.27050 -1.54327 0.45877 -0.1 -0.3 0.4
O 2.31722 0.64549 -0.14081 0.3 -0.9 -0.2
Br -2.89271 0.73408 0.43777 -0.3 0.1 0.0
H 2.22979 2.75086 -0.42893 0.0 -0.1 0.0
H 1.53666 2.13275 1.14827 0.0 0.0 0.0
H 0.83617 0.85771 -1.64764 -0.1 -0.2 -0.2
H -0.89162 -0.00102 1.80561 0.0 0.0 0.1
H -1.84994 -1.07950 -1.40035 0.1 -0.2 0.2
H -2.45386 -2.50787 -0.82230 0.1 0.3 0.1
H -0.41500 -2.00957 0.74986 -0.2 0.3 -0.1
```
Forces are in eV/Å.

Calculated values
Multiplicity: 1
Kohn-Sham gap (spin up / spin down): 7.29 / 8.94 eV
LUMO energy (spin up / spin down): 0.48 / 0.68 eV

---

C3H7BrN2P | ωB97M-V with the def2-TZVPD basis set

The geometry in XYZ format:
```
14
Properties=species:S:1:pos:R:3:forces:R:3
C 0.67347 -0.56329 -0.22173 -2.2 1.1 4.5
C -0.51842 1.48118 -0.58005 -1.6 -2.2 -2.7
C -1.21926 0.70311 0.53244 -0.3 -0.5 2.0
N -0.25602 -0.34374 0.93173 2.5 0.9 -4.7
N 0.51052 0.44569 -1.01059 -0.3 1.3 -0.6
P 1.55575 -2.16327 -0.21633 -1.6 -1.1 -0.5
Br -2.92800 -0.17921 0.01066 0.7 0.6 0.0
H -1.21669 1.76824 -1.50497 1.4 -0.9 2.1
H -0.00109 2.35703 -0.34022 0.7 1.3 1.0
H -1.43716 1.29508 1.45598 0.0 -0.3 -1.1
H -0.42894 -1.07000 1.59050 -0.4 -0.4 0.3
H 1.14180 0.75486 -1.73265 0.2 -0.6 -0.3
H 1.20499 -2.37910 1.12681 0.2 -0.1 0.0
H 2.91905 -2.10657 -0.04158 0.7 1.1 0.1
```
Forces are in eV/Å.

Calculated values
Multiplicity: 1
Net charge: +1
Kohn-Sham gap: 9.61 eV
LUMO energy: -4.48 eV

---

C3H7BrNO | ωB97M-V with the def2-TZVPD basis set

The geometry in XYZ format:
```
13
Properties=species:S:1:pos:R:3:forces:R:3
C 1.62899 1.33020 -1.10004 -0.8 -0.2 -0.5
C -0.90456 -0.58732 1.80398 0.0 0.0 0.2
C -1.22113 -1.01651 0.42479 -0.2 -0.1 0.0
N -0.57032 -0.57144 -0.55990 0.9 0.7 -0.5
O 1.55086 1.15207 -2.36202 0.1 0.4 0.7
Br 0.99452 2.87789 -0.39924 0.3 -0.4 -0.3
H -1.79175 -0.15672 2.26671 -0.1 0.0 0.1
H -0.61948 -1.45141 2.40250 0.0 0.0 0.1
H -0.10278 0.14626 1.81533 0.1 0.0 0.0
H -2.04395 -1.72924 0.32837 0.0 0.0 -0.2
H -0.84531 -0.88874 -1.48531 -0.4 -0.4 0.2
H 1.88439 0.30522 -2.71974 0.1 0.0 0.4
H 2.04052 0.58975 -0.41543 0.1 0.0 -0.2
```
Forces are in eV/Å.

Calculated values
Multiplicity: 1
Net charge: +1
Kohn-Sham gap: 7.95 eV
LUMO energy: -6.02 eV

---

Number 1: electronic energy -46547.040 eV. Number 2: electronic energy -11081.135 eV. Number 3: electronic energy -11082.453 eV. Number 4: electronic energy -11844.531 eV. Number 5: electronic energy -13583.950 eV. Number 6: electronic energy -5947.244 eV. Number 7: electronic energy -10039.417 eV. Number 8: electronic energy -34985.185 eV. Number 9: electronic energy -154645.828 eV. Number 10: electronic energy -78288.687 eV. Number 11: electronic energy -85527.938 eV. Number 12: electronic energy -76795.581 eV.